# 1
A single C18H17ClF3NO4S molecule in a non-equilibrium geometry. Source: the OMol25 dataset; level of theory: ωB97M-V/def2-TZVPD.

XYZ file:
```
45
C18H17ClF3NO4S (ωB97M-V/def2-TZVPD)
C -0.069 -1.143 2.130
C 0.230 -0.708 0.524
O 0.403 0.893 0.737
C -0.907 -1.024 -0.305
S -2.567 -0.342 0.072
O -3.128 -1.440 0.914
O -2.424 1.121 0.824
C -3.540 -0.021 -1.506
C -4.770 0.152 -1.112
C -5.756 -0.509 -0.652
C -7.028 -0.202 -0.367
C -7.344 1.136 0.036
Cl -8.868 1.684 0.377
C -6.263 1.948 -0.329
C -5.098 1.634 -0.749
C 1.601 -0.957 0.187
O 1.573 -2.297 -0.061
N 2.606 -0.267 0.414
C 3.934 -0.275 -0.001
C 4.510 -1.397 -0.330
C 5.787 -1.758 -0.638
C 6.629 -0.719 -0.533
C 6.135 0.654 -0.072
C 6.844 1.970 0.134
F 6.837 2.630 -0.815
F 6.560 2.603 1.404
F 8.174 1.534 0.080
C 4.719 0.700 0.060
H -0.963 -0.853 2.356
H 0.764 -0.707 2.752
H -0.023 -2.260 1.958
H -0.557 1.035 0.955
H -0.738 -0.583 -1.144
H -0.909 -1.995 -0.590
H -3.501 -1.027 -1.738
H -2.892 0.806 -2.208
H -5.575 -1.536 -0.737
H -7.900 -0.814 0.155
H -6.536 3.208 -0.135
H -4.191 2.524 -1.109
H 2.173 0.756 0.574
H 3.854 -2.452 -0.644
H 6.232 -2.615 -0.697
H 7.687 -0.619 -0.709
H 4.294 1.531 0.538
```

The calculation puts the gap between HOMO and LUMO at 8.6 eV. For the relative energy (zero: lowest compared OMol25 entry of this formula, charge and spin), the calculation gives 1542.76 kJ/mol. As for the HOMO energy: -9.202 eV. Its total energy is -2209.280608 hartree. Its charge is 0. The SMILES is C[C@](O)(CS(=O)(=O)Cc1ccc(Cl)cc1)C(=O)Nc1cccc(C(F)(F)F)c1.


# 2
A molecular structure, C18H17ClINO4PtS2 in a non-equilibrium geometry. Source: the OMol25 dataset; level of theory: ωB97M-V/def2-TZVPD.

XYZ file:
```
45
C18H17ClINO4PtS2 (ωB97M-V/def2-TZVPD)
Pt -0.430 0.710 0.585
Cl -3.510 1.032 6.934
C -3.270 0.924 5.193
C -4.328 0.609 4.405
C -4.205 0.430 3.032
I -5.815 0.163 1.795
C -2.912 0.513 2.394
O -2.592 0.204 1.228
C -1.742 0.874 3.230
N -0.567 0.982 2.661
C 0.572 1.031 3.340
C 0.483 1.045 4.730
C -0.716 0.927 5.374
C -1.939 0.878 4.608
H -5.343 0.694 4.908
H 1.557 1.008 2.706
H 1.501 1.090 5.198
H -0.708 0.979 6.431
C 4.093 -2.920 -5.289
C 3.580 -2.243 -4.104
C 2.387 -2.732 -3.544
C 1.735 -2.104 -2.445
C 2.388 -1.026 -1.809
C 3.679 -0.621 -2.302
C 4.247 -1.166 -3.454
S 1.932 -0.459 -0.200
O 2.868 -0.656 0.864
O 0.519 -1.101 -0.036
O 1.544 1.030 -0.271
H 4.422 -3.950 -5.107
H 5.009 -2.354 -5.688
H 3.332 -3.108 -5.969
H 1.903 -3.635 -3.974
H 0.855 -2.427 -2.045
H 4.240 0.083 -1.675
H 5.206 -0.692 -3.808
C -0.923 2.196 -2.430
S -1.882 1.992 -0.923
C -3.441 1.255 -1.564
H -1.681 2.502 -3.125
H -0.474 1.263 -2.775
H -0.286 3.226 -2.285
H -4.209 2.087 -1.593
H -3.826 0.710 -0.730
H -3.249 0.756 -2.471
```

The calculation puts the gap between HOMO and LUMO (spin up / spin down) at 7.2 / 4.5 eV. For the relative energy (zero: lowest compared OMol25 entry of this formula, charge and spin), the calculation gives 55.58 kJ/mol. As for the HOMO energy (spin up / spin down): -14.193 / -14.191 eV. Its total energy is -2724.639770 hartree. Its charge is +2. The spin multiplicity is 5. The expectation value of S² is 6.0386.


# 3
A single C18H17F3N2O molecule in a non-equilibrium geometry. Source: the OMol25 dataset; level of theory: ωB97M-V/def2-TZVPD.

XYZ file:
```
41
C18H17F3N2O (ωB97M-V/def2-TZVPD)
N -0.335 -3.361 2.106
C -0.104 -2.548 1.317
C -0.046 -1.499 0.237
C 1.278 -0.699 0.452
C 2.461 -1.167 -0.456
C 3.386 0.055 -0.641
C 3.993 0.541 0.526
C 4.815 1.657 0.498
C 5.009 2.288 -0.739
C 4.431 1.809 -1.899
C 3.602 0.680 -1.858
C -1.343 -0.603 0.264
C -1.210 0.333 -0.901
N -1.338 0.967 -1.869
C -1.236 0.277 1.559
C -2.536 1.060 1.848
O -3.257 0.852 2.783
C -2.604 -1.510 0.240
C -3.691 -1.129 -0.797
C -4.614 -0.030 -0.308
F -5.327 -0.306 0.806
C -4.746 1.173 -0.867
F -5.037 2.213 -0.093
F -4.608 1.361 -2.160
H -0.006 -2.045 -0.721
H 1.164 0.383 0.277
H 1.548 -0.792 1.516
H 3.070 -1.906 0.089
H 2.124 -1.542 -1.431
H 3.805 0.051 1.488
H 5.253 2.024 1.427
H 5.638 3.183 -0.726
H 4.610 2.351 -2.829
H 3.106 0.278 -2.743
H -0.457 1.054 1.456
H -0.931 -0.335 2.422
H -2.761 1.873 1.111
H -2.375 -2.575 0.082
H -3.068 -1.466 1.242
H -4.344 -2.019 -0.901
H -3.315 -0.931 -1.809
```

The calculation puts the gap between HOMO and LUMO at 9.9 eV. For the relative energy (zero: lowest compared OMol25 entry of this formula, charge and spin), the calculation gives 338.56 kJ/mol. As for the HOMO energy: -9.364 eV. Its total energy is -1180.353908 hartree. Its charge is 0. The SMILES is N#C[C@H](CCc1ccccc1)[C@](C#N)(CC=O)CCC(F)=C(F)F.